# 1
{
  "formula": "C2H9O3",
  "method": "ωB97M-V/def2-TZVPD",
  "elements": ["C", "O", "C", "H", "H", "H", "H", "H", "H", "H", "O", "H", "H", "O"],
  "xyz": [[0.981, 1.475, 1.573], [0.094, 0.454, 1.156], [2.415, 1.001, 1.656], [1.025, 2.374, 0.872], [0.473, 1.858, 2.546], [2.630, 0.191, 0.923], [3.176, 1.874, 1.607], [2.783, 0.430, 2.546], [-1.679, -1.658, -2.115], [-2.229, -1.529, -3.671], [-1.999, -2.172, -2.939], [-1.233, -1.308, -0.463], [-0.400, -0.052, 0.163], [-1.210, -0.411, -0.940]],
  "nbo_charge": [-0.0408, -0.9069, -0.6398, 0.1198, 0.1418, 0.2216, 0.1737, 0.1839, 0.5216, 0.4555, -1.0236, 0.4089, 0.5438, -1.1596],
  "total_charge": -1,
  "spin_multiplicity": 1,
  "homo_lumo_gap_ha": 0.3129
}

# 2
{
  "formula": "C11H19CoN3O6P",
  "method": "ωB97M-V/def2-TZVPD",
  "elements": ["O", "C", "Co", "C", "O", "C", "O", "C", "O", "C", "O", "H", "C", "N", "C", "P", "O", "N", "C", "C", "N", "C", "C", "H", "H", "H", "H", "H", "H", "H", "H", "H", "H", "H", "H", "H", "H", "H", "H", "H", "H"],
  "xyz": [[-0.010, 3.008, -0.086], [-0.008, 1.863, -0.007], [0.014, 0.031, -0.261], [0.014, -1.867, -0.080], [0.019, -3.007, -0.136], [-0.004, -0.047, -2.128], [-0.087, -0.996, -2.846], [1.842, 0.027, -0.245], [2.979, 0.035, -0.400], [-1.847, -0.013, -0.252], [-2.983, -0.016, -0.376], [0.089, 1.016, -2.535], [2.737, 1.785, 3.919], [2.074, 0.908, 2.973], [2.918, -0.299, 2.729], [0.417, 0.755, 3.096], [-0.051, -0.158, 2.019], [-0.066, -0.174, 4.460], [-1.494, -0.542, 4.462], [0.722, -1.372, 4.745], [-0.500, 2.150, 3.083], [-0.470, 2.945, 4.300], [-1.884, 2.134, 2.522], [3.845, 1.754, 3.838], [2.498, 1.433, 4.937], [2.430, 2.835, 3.817], [2.394, -1.057, 2.130], [3.876, -0.058, 2.214], [3.198, -0.742, 3.700], [-1.729, -1.202, 3.604], [-1.750, -1.122, 5.373], [-2.163, 0.333, 4.436], [0.799, -2.014, 3.847], [1.735, -1.134, 5.108], [0.239, -2.004, 5.521], [-0.990, 3.918, 4.188], [-1.016, 2.385, 5.078], [0.547, 3.152, 4.653], [-2.090, 2.953, 1.796], [-2.096, 1.179, 2.022], [-2.612, 2.268, 3.347]],
  "nbo_charge": [-0.4304, 0.5530, 0.2150, 0.5690, -0.4071, 0.1636, -0.2774, 0.5390, -0.4307, 0.5405, -0.4167, 0.2622, -0.4293, -0.8112, -0.4109, 2.4742, -1.1916, -0.8035, -0.4190, -0.4188, -0.8198, -0.4199, -0.4161, 0.2300, 0.1962, 0.2172, 0.2176, 0.2229, 0.2010, 0.1916, 0.2198, 0.2031, 0.1818, 0.2034, 0.2231, 0.2228, 0.1982, 0.2154, 0.2124, 0.2165, 0.2128],
  "total_charge": 1,
  "spin_multiplicity": 4,
  "homo_lumo_gap_ha": [0.2823, 0.2075]
}

# 3
{
  "formula": "C2H3N3O2",
  "method": "ωB97M-V/def2-TZVPD",
  "elements": ["C", "C", "N", "N", "N", "O", "O", "H", "H", "H"],
  "xyz": [[0.962, 0.830, -0.022], [-0.938, -0.448, 0.159], [1.354, -0.610, 0.364], [0.177, -1.326, 0.419], [-0.340, 0.811, -0.218], [1.785, 1.687, 0.019], [1.017, -1.420, -0.676], [-1.673, -0.914, -0.629], [-1.391, -0.125, 1.135], [-0.954, 1.515, -0.552]],
  "nbo_charge": [0.3983, -0.1017, 0.0812, -0.0406, -0.6414, -0.3242, -0.2178, 0.2173, 0.2091, 0.4200],
  "spin_multiplicity": 3,
  "homo_lumo_gap_ha": [0.2036, 0.2479]
}